Formula: C34H70ClGaIN3O4P2
Source: OMol25
Level of theory: the ωB97M-V functional and the def2-TZVPD basis

## Properties
E_tot in a.u.: -5168.01356
Expectation value of S²: 3.76
Net charge: -1
2S+1: 4
Gap between HOMO and LUMO (spin up / spin down) in eV: 6.5 / 5.7

Geometry as XYZ:
```
116
C34H70ClGaIN3O4P2 (the ωB97M-V functional and the def2-TZVPD basis)
H 3.4765 -3.7358 0.7101
H 2.9534 2.4824 -7.9254
H 4.0629 -5.3826 0.7141
H 0.2210 2.8544 -5.5137
H -2.5410 -2.4223 0.1522
C 2.6943 1.2059 -2.4284
H -1.2723 -3.6910 2.7738
N -5.1848 -1.4687 -0.3557
C -3.6319 -0.0822 1.0499
H 5.0785 4.4919 3.5441
C -4.8128 0.7505 1.5376
H 0.6008 -6.5631 2.5656
H -2.8515 -2.1855 -1.5747
H -2.2969 5.3090 1.6235
H 2.1460 3.7094 -4.6705
I -0.4452 2.5406 0.2725
H -3.2140 3.9208 2.3467
O -5.0568 -2.5771 0.3150
C 0.7882 -4.3637 2.6591
H -6.9421 0.5726 1.7940
H 1.7829 -6.2702 0.7066
H -0.3268 -3.3170 4.2153
C 2.8279 2.5080 -6.8417
H 3.6671 3.3118 -3.8652
H 4.4591 3.2529 4.7449
H 2.4435 0.0999 3.1458
C -7.5827 -1.6799 0.3364
C -3.8815 -0.7437 -0.3066
O 2.9378 -0.3242 -4.6324
H 0.5326 1.2597 -7.3447
C 1.4057 5.7363 1.7273
H 2.3087 5.8433 2.3459
H 5.7427 2.8488 3.5502
C 3.0449 0.1250 -7.2713
H -4.0806 -0.1107 -2.3881
H 4.7627 -3.0911 2.6905
H 0.6855 0.5000 2.9738
C 3.7715 2.9935 2.6457
H -4.6159 1.1005 2.5537
N 2.1232 -4.0299 3.2286
C -6.8514 0.3105 -0.8528
H -8.4625 -1.1093 0.6373
H 0.2235 2.1494 -3.1729
Ga 0.5426 3.9433 2.2670
H 2.7072 0.3338 -8.2875
O 2.9251 6.1031 0.0182
H 2.4063 0.1782 -2.2088
C 0.3202 -5.7271 3.2057
C 3.3644 -6.1682 3.1569
C 3.2650 -4.7384 1.0954
H -6.4083 1.2922 -0.6908
H -2.4182 3.3835 5.5147
C 2.2310 1.6665 -3.8139
H 2.5945 -6.8213 2.7540
H 2.7636 -0.9060 -7.0587
H -3.3650 5.6249 3.0172
H 5.4592 -4.6967 2.7440
C -2.7046 4.8781 2.5543
P 2.0885 2.5496 3.3583
H 2.2442 1.8276 -1.6541
C 4.8234 3.4341 3.7258
H 3.7790 1.2869 -2.3288
H -7.8175 -2.1869 -0.6021
P -1.2547 4.5083 3.6972
C -2.7011 -1.6723 -0.6222
C 1.9280 -5.2005 0.5249
H -6.0333 -0.8301 2.3093
H 1.9338 -5.0784 -0.5606
H 3.7827 2.8338 -6.4268
H -2.7455 0.5488 0.9926
O 2.3216 -2.6361 3.0395
H 4.1347 0.1952 -7.2598
C 1.7122 0.8225 2.7439
H 4.6696 -4.0476 4.1797
H 0.4347 0.4733 -3.6214
C -1.7631 3.0087 4.7034
C 0.1553 1.7851 -5.2920
H -0.9089 1.5373 -5.3172
C 3.2912 -4.7268 2.6328
H -0.9238 2.5058 5.2021
H -0.7670 -5.7689 3.2844
H -4.9227 1.6505 0.9255
C -6.3766 -0.7466 0.1732
C 2.4173 1.1218 -6.2891
H 0.8431 -3.3701 0.7313
H 1.8259 0.7850 1.6421
C 4.6169 -4.0974 3.0900
H 4.3147 -6.6267 2.8766
H -4.4598 1.1798 -1.2426
H -1.7788 -1.0949 -0.6973
C -6.1002 -0.0707 1.5226
H 4.1622 2.0921 2.1370
C 2.5853 3.1661 -3.8366
H -7.4269 -2.4349 1.1065
H 0.6201 -0.0834 -6.2277
H 3.6807 3.7819 1.8772
H 0.6868 6.5529 1.9252
C -3.8176 0.3205 -1.4191
H 2.0848 3.2811 -6.6514
C 0.7806 -4.3914 1.1214
H -0.1710 -4.7937 0.7617
H -3.4130 -0.8470 1.8038
H -0.1346 -2.3653 2.7316
H -7.9302 0.4629 -0.7957
C 0.7111 1.4959 -3.9002
H 0.7120 -5.9076 4.2074
H -2.3714 2.3388 4.0694
Cl 0.6712 5.7488 -1.1026
C -0.2902 -3.3735 3.1252
H 2.2136 3.6602 -2.9382
C 0.8921 0.9702 -6.3530
N 2.9485 0.9479 -4.9081
H 3.2977 -6.1913 4.2458
C 1.8158 5.8737 0.2745
H -6.6363 -0.0038 -1.8751
H -2.8075 0.7241 -1.5039
```

---

Formula: C22H48InN6O6S
Source: OMol25
Level of theory: the ωB97M-V functional and the def2-TZVPD basis

## Properties
E_tot in a.u.: -2235.12330
Net charge: -1
2S+1: 1
Gap between HOMO and LUMO in eV: 6.9

Geometry as XYZ:
```
84
C22H48InN6O6S (the ωB97M-V functional and the def2-TZVPD basis)
H -0.1325 -4.2980 3.8237
H 9.2903 -1.3911 -1.7830
C -4.2727 -6.8495 2.9593
C -3.6306 -7.0420 0.6167
C -1.6740 3.8669 -7.1822
H -3.4000 -5.0694 5.3679
H 0.2463 6.4270 -8.1788
H -1.6044 -3.5923 3.1163
H -2.5865 -6.7967 0.8328
H -5.0218 -4.6655 0.7816
C -2.7180 2.5491 -3.6481
H -3.9052 -6.6499 -0.3662
N -1.3396 1.0268 2.0835
In -3.2923 1.8057 -1.5392
C -2.4864 -4.8547 5.9294
N 4.2613 2.7404 2.0316
H 0.5714 4.6919 -8.4651
H 5.4694 3.9113 3.2508
H 7.7089 0.4081 1.0654
H 0.5800 5.3315 -6.8051
H -1.7140 -2.4987 6.6722
C -5.4966 -5.5217 1.2692
C -1.8621 2.2784 1.4137
H 2.3519 3.2696 2.6635
H 6.0228 -2.1626 -0.2389
O -0.6389 -1.8601 5.0723
H -6.0272 3.7958 -5.9270
C 3.0831 3.5734 1.9084
H -3.2953 5.7406 -7.8958
H -6.0540 -5.1734 2.1431
H -2.1315 6.3563 -9.0973
C -5.0245 3.4943 -5.3812
C -1.2263 -4.3142 3.8464
H -1.8541 0.9454 4.2748
O 3.0898 0.7792 1.6575
H -2.1663 1.6625 -4.1760
H -2.7539 -4.4360 6.9035
H -2.4019 -0.5669 3.1334
N -1.3017 5.1049 -7.6613
H -1.9761 3.4745 -3.5695
C 8.1966 -1.4073 -1.7604
H -2.1228 6.9992 -7.4288
H 7.5022 -2.8718 0.4721
O -3.4276 -7.6450 3.3491
H -3.3510 1.0743 3.1365
N -4.4719 -6.4718 1.6485
O -0.9060 2.9759 -6.8429
C -1.3197 -2.6904 5.6606
C -2.2759 0.5974 3.2301
H 0.0912 2.2396 3.3436
H -1.9206 -5.7787 6.0788
H -3.1500 -1.0642 -3.0900
H 7.8184 -0.6854 -2.4904
H -2.7673 3.7365 -7.1262
H -1.5850 -5.3156 3.5938
H 5.0904 0.8382 1.9996
C 4.1342 1.3753 1.8870
H 7.8379 -2.4088 -2.0130
C 8.1031 0.2165 0.0539
H 6.6690 -1.5291 1.2967
C 6.9365 -1.9478 0.3227
H -0.6331 1.8246 -0.5364
C 0.0707 1.3037 2.6347
C -1.5704 2.4653 -0.1886
C 0.1071 5.4153 -7.7882
H -6.1869 -6.0056 0.5725
N 7.7470 -1.0207 -0.4391
N -1.6758 -3.9276 5.1676
H -1.4269 3.6279 -0.4048
O 8.7839 1.0468 -0.5345
C 5.5370 3.3694 2.3032
O -2.5144 3.2864 2.0331
H -4.9657 -6.3565 3.6608
H 6.3363 2.6265 2.3706
C -4.0795 3.0713 -4.3997
H -3.7457 -8.1301 0.6247
H 0.3397 0.3544 3.3062
H 0.8936 1.3289 1.7875
S -3.3733 -0.7345 -1.7208
H 5.7651 4.0697 1.4945
H -4.8863 2.4956 -1.0870
H 3.3388 4.6274 2.0465
C -2.2755 6.1066 -8.0422
H 2.6460 3.4272 0.9160
```

---

Formula: C9H23NP
Source: OMol25
Level of theory: the ωB97M-V functional and the def2-TZVPD basis

## Properties
E_tot in a.u.: -752.40816
Net charge: +1
2S+1: 1
Gap between HOMO and LUMO in eV: 8.5

Geometry as XYZ:
```
34
C9H23NP (the ωB97M-V functional and the def2-TZVPD basis)
H 1.6227 0.3755 -2.3663
H -0.7500 3.1157 -1.8902
H -0.9983 2.4666 1.2820
H 1.8062 1.4108 0.0936
H -1.7952 -2.0168 -0.0945
H 0.2484 3.1171 -0.4714
C -1.8717 -1.1442 1.7925
P -1.6970 1.8928 0.2335
H -4.1901 -0.0845 0.2059
H 4.3724 -1.8590 0.3768
N 1.5799 -1.5293 -1.5686
H -3.1070 2.0405 0.5037
C -3.5343 -0.9243 -0.1375
H -4.1929 -1.8432 -0.0177
C 2.6307 -0.5969 0.8222
H 2.0973 -1.5625 1.0177
C -1.2343 0.2594 -0.2342
H 2.6454 0.0440 1.7175
H -1.2370 -0.0270 -1.3689
H 4.4887 -0.2518 -0.4892
C -2.0949 -1.0335 0.3518
H -3.3556 -0.7685 -1.2584
C 1.8338 0.3246 -0.2068
C 1.6025 -0.0919 -1.4619
C -0.8532 3.1558 -0.8205
C 4.1104 -0.7240 0.4638
H -1.2408 4.0710 -0.7121
H -0.8608 -1.4726 2.0190
H -2.4384 -2.0963 2.2058
H 0.0635 0.2120 0.0088
H 2.4016 -1.9210 -1.1999
H 4.6967 -0.3722 1.3429
H 1.4099 -1.8551 -2.4555
H -2.1586 -0.3110 2.3163
```

---

Formula: C62H83F6N8O28S2
Source: OMol25
Level of theory: the ωB97M-V functional and the def2-TZVPD basis

## Properties
E_tot in a.u.: -6352.72200
Net charge: -1
2S+1: 1
Gap between HOMO and LUMO in eV: 7.8

Geometry as XYZ:
```
189
C62H83F6N8O28S2 (the ωB97M-V functional and the def2-TZVPD basis)
H 9.6054 -15.4286 18.1568
N 8.0674 -10.7150 23.3524
H 12.3201 -7.3018 19.8557
O 9.7002 -9.0954 17.3924
H 13.6054 -16.7244 18.1203
H 5.6407 -11.1049 25.6139
H 9.6178 -6.8327 18.6791
F 8.9733 -12.2528 19.3750
C 9.5046 -6.8308 14.9129
H 13.5180 -14.3480 16.9528
C 4.8070 -14.9245 13.4643
C 5.8775 -11.0553 14.3965
C 3.6628 -10.4138 20.8033
H 10.8684 -13.6333 17.1896
H 3.9310 -8.0549 15.0897
H 8.6223 -13.4128 15.9864
C 7.0474 -15.7967 17.3472
F 7.3859 -10.9686 18.6565
C 6.2795 -6.4861 16.7753
H 11.8775 -8.4100 21.1926
O 11.0108 -10.6400 22.6924
C 6.3701 -11.1719 24.8202
O 9.6642 -9.4553 8.9729
O 13.1028 -6.7106 17.3306
H 8.6988 -10.1687 22.7840
C 11.3674 -14.5725 17.3776
S 9.9030 -10.5667 17.4902
H 10.7771 -10.8229 10.0436
O 2.7836 -13.3557 19.2575
C 7.7737 -14.5903 17.4505
C 8.1961 -7.4813 21.2658
H 13.1018 -13.6061 20.4257
H 11.4186 -17.3145 15.5525
C 9.9118 -5.7364 15.8424
O 7.3431 -7.8112 22.0876
H 13.9281 -7.8092 11.2407
H 15.7083 -8.1831 14.5056
H 3.1322 -11.0345 16.1738
H 2.9636 -10.1820 21.6068
H 8.3171 -12.6190 22.4971
C 9.7357 -10.6313 9.7850
H 4.9059 -14.2420 19.5505
C 10.1748 -6.8235 12.6732
H 6.6489 -10.9799 13.6445
H 8.2523 -19.2604 15.6766
N 5.6659 -8.5243 16.2221
C 11.2837 -11.7156 22.1124
C 9.1575 -18.6661 15.8016
H 13.0114 -8.7768 17.1624
H 12.1696 -9.3074 12.2960
H 5.6506 -10.2112 20.1904
O 11.2612 -10.2327 15.0245
H 13.3418 -11.7250 12.9822
C 11.0190 -18.3789 13.0022
C 4.6684 -15.9977 20.6984
H 8.2996 -11.2032 11.3242
C 7.6092 -15.0949 15.2917
C 7.7498 -12.0090 23.1845
H 6.3174 -13.1393 12.0894
C 9.3787 -6.3545 19.6290
O 3.6680 -11.8012 20.5865
H 10.6504 -15.9557 14.7418
C 13.7448 -10.8597 12.4770
O 5.0602 -12.9398 10.4568
N 9.2088 -11.4358 16.3936
F 8.9156 -10.2506 20.0191
C 9.0780 -11.6260 8.8774
C 13.7442 -5.7888 16.6346
H 7.7799 -14.9420 14.2363
C 11.4201 -16.5946 18.1555
C 15.3031 -9.6309 11.4067
C 8.7657 -10.2892 10.9561
O 2.5464 -11.1717 18.8511
N 6.3043 -11.4462 15.6388
H 3.3329 -13.5396 12.6052
F 10.8664 -11.9330 12.8314
H 8.1059 -5.3831 14.1795
O 10.5500 -6.9195 13.9661
H 6.3657 -16.9144 15.5155
H 5.5388 -9.5240 16.1552
H 6.9276 -13.7328 20.9491
C 12.8351 -7.8832 16.5636
C 6.4315 -15.6767 21.9983
C 13.1528 -9.6692 12.0335
C 13.7015 -7.6546 15.3275
H 15.4463 -8.6731 16.2112
H 10.9389 -15.7189 20.8984
H 9.9742 -4.8151 15.2633
H 9.7817 -14.4872 20.7133
C 4.7528 -7.6320 15.6485
O 4.3588 -14.4924 8.9547
H 3.9592 -15.5416 13.7618
C 12.6629 -14.9315 17.2604
C 10.4554 -14.9161 21.4551
O 9.8648 -18.7213 13.6260
H 5.0811 -14.3835 14.3699
H 7.1535 -9.1401 24.3460
H 8.0569 -13.9745 18.2913
O 8.9150 -9.8508 14.3716
O 8.8984 -6.6244 12.6395
C 10.2697 -7.0113 20.7105
H 6.8004 -5.6540 17.2254
H 5.0848 -17.4142 22.2893
F 8.7981 -12.5880 13.4244
H 11.5685 -13.2351 19.6604
H 12.3079 -14.3425 22.3676
H 11.2501 -8.6437 19.5286
C 9.4973 -17.8166 14.5926
C 5.1859 -6.3236 15.9259
H 4.8037 -5.3723 15.5862
H 7.2686 -8.2651 17.6425
C 9.2002 -9.6945 7.7195
H 10.8870 -5.8941 16.3031
C 7.1960 -10.2190 24.3685
C 14.1484 -8.8394 11.4788
C 6.3909 -14.6666 21.0295
C 10.0294 -12.2706 13.8012
C 12.6974 -16.1786 17.9108
H 8.1093 -11.9712 9.2388
C 12.1194 -13.1666 20.5985
H 9.6465 -12.5234 8.6332
C 2.9747 -9.9483 19.4964
C 6.8695 -16.0661 15.9547
H 5.7297 -15.4064 13.1409
H 6.5812 -16.3639 18.1392
C 4.5013 -10.8780 14.4873
H 13.1996 -7.6371 14.3601
C 5.3471 -16.5125 21.7560
H 10.0775 -15.3228 22.3931
N 8.1252 -14.2626 16.2121
H 9.2535 -7.7852 15.3758
C 4.1538 -11.1029 15.8302
H 2.1543 -9.3000 19.8042
O 11.4433 -18.9793 12.0509
O 10.8715 -12.9102 22.5070
C 8.3709 -6.4256 14.0036
C 11.5276 -7.9127 20.2880
H 3.8734 -10.5880 13.6578
N 15.0255 -10.8541 12.0160
C 4.2800 -14.0019 12.3269
H 3.7397 -16.2664 20.2170
H 16.2628 -9.4819 10.9342
H 7.2101 -15.7884 22.7384
H 11.0561 -17.4678 18.6764
H 9.7019 -5.3205 19.7495
C 11.5079 -13.9042 21.7709
O 10.9441 -6.9313 11.7198
N 5.3085 -14.8966 20.2058
C 5.0846 -9.8391 21.0444
H 11.8120 -8.0037 16.2076
C 5.2869 -12.9256 11.8057
C 4.5509 -14.1694 10.0788
O 14.1452 -6.3218 15.5157
H 7.2555 -11.6353 15.9211
N 10.5761 -15.5216 17.8938
O 9.1848 -8.9241 6.8256
C 14.9785 -8.5302 15.2371
H 9.9039 -19.3485 16.2082
C 10.7763 -17.0381 14.7164
H 4.9938 -8.7540 21.0934
H 5.6263 -10.2452 21.8987
H 9.4056 -9.8486 11.7206
O 14.0286 -4.7151 17.0829
O 12.1660 -11.8653 21.0779
C 3.0200 -12.1940 19.5487
C 8.7093 -11.0319 19.0007
H 7.9410 -9.6059 10.7533
C 6.6972 -12.3421 24.0812
H 8.6719 -17.2023 14.2326
H 7.5395 -7.1236 14.1016
O 9.4514 -7.8484 21.4602
H 14.6788 -9.5516 15.0029
H 9.1594 -5.6023 16.6195
O 8.1063 -6.6540 20.2178
O 8.8132 -10.9103 7.6878
O 4.2605 -14.9127 11.2225
O 11.2771 -10.9269 17.8530
O 11.4995 -17.2997 13.5508
C 5.2774 -11.3656 16.5657
H 4.9458 -11.9762 12.2184
H 15.7384 -11.5636 12.1083
F 10.6074 -13.2390 14.4501
S 9.8968 -10.7340 14.9864
H 6.1976 -13.2993 24.1006
H 5.4050 -11.6407 17.6022
H 10.6985 -6.2008 21.2999
H 3.7742 -9.4026 18.9953
H 8.9944 -18.0697 16.6993
C 6.5117 -7.7994 17.0288
```

---

Formula: As3CsF18
Source: OMol25
Level of theory: the ωB97M-V functional and the def2-TZVPD basis

## Properties
E_tot in a.u.: -8525.59593
Net charge: -2
2S+1: 1
Gap between HOMO and LUMO in eV: 10.4

Geometry as XYZ:
```
22
As3CsF18 (the ωB97M-V functional and the def2-TZVPD basis)
F -5.1625 15.3054 -39.4626
As -12.3453 17.5993 -44.5149
F -11.3413 16.1905 -44.9687
F -11.5832 17.5829 -42.9089
F -3.1006 16.7376 -39.0149
F -13.3153 18.9337 -43.9368
F -14.4747 13.5299 -35.3988
As -4.4538 16.6962 -40.2233
F -5.8343 16.6827 -41.3071
F -13.1961 15.6293 -36.0228
F -3.6461 18.1577 -40.9891
F -5.5447 17.7845 -39.2567
F -14.0181 15.3027 -33.6632
Cs -9.5203 14.5346 -39.7754
F -3.5878 15.5474 -41.3244
As -12.9826 14.3152 -34.7910
F -11.1224 18.7988 -45.0784
F -13.0621 17.6857 -46.2039
F -11.5025 15.2452 -34.3126
F -13.6622 16.5478 -43.9515
F -12.7611 13.1048 -33.4579
F -12.0511 13.3238 -35.8918
```

---

Q: 2S+1 of number 2 (C22H48InN6O6S)?
A: 1

---

Q: E_tot of number 3 (C9H23NP)?
A: -752.40816 a.u.

---

Q: Among the records above, which one has the highest E_tot?
A: C9H23NP